Here is a molecular structure, C22H45N2P3SeY from the OMol25 dataset. Energies are from ωB97M-V/def2-TZVPD.

Geometry as XYZ:
```
74
Properties=species:S:1:pos:R:3:lowdin_charge:R:1
Y -0.093 -0.425 0.021 0.67
P 0.270 2.021 1.459 0.69
P -2.688 0.476 -0.393 0.71
P 2.646 -0.299 -0.388 0.69
H -1.492 -3.397 -8.894 0.05
C -0.630 -4.057 -8.717 -0.12
C -0.791 -5.321 -8.313 -0.06
H -1.788 -5.752 -8.144 0.06
C 0.367 3.642 0.612 -0.26
C -1.089 2.339 2.638 -0.26
C 1.705 2.182 2.579 -0.26
C -3.274 -0.680 -1.697 -0.26
C -3.914 0.280 0.945 -0.23
C -3.083 2.122 -1.080 -0.26
C 2.883 -1.566 -1.689 -0.26
C 3.771 -0.853 0.936 -0.24
C 3.505 1.164 -1.071 -0.26
H 0.366 -3.645 -8.931 0.05
H 0.066 -5.994 -8.166 0.06
H 0.383 4.441 1.371 0.08
H -0.491 3.766 -0.063 0.03
H 1.282 3.670 0.006 0.04
H -0.800 3.152 3.323 0.07
H -1.278 1.419 3.209 0.04
H -2.001 2.603 2.085 0.04
H 1.641 3.146 3.110 0.08
H 2.632 2.128 1.989 0.04
H 1.696 1.362 3.310 0.04
H -4.372 -0.732 -1.703 0.08
H -2.861 -1.685 -1.520 0.03
H -2.907 -0.359 -2.679 0.04
H -4.768 0.957 0.796 0.07
H -3.433 0.517 1.905 0.04
H -4.256 -0.762 0.992 0.05
H -4.170 2.258 -1.187 0.08
H -2.583 2.242 -2.051 0.03
H -2.684 2.894 -0.408 0.04
H 3.945 -1.847 -1.752 0.07
H 2.527 -1.184 -2.654 0.03
H 2.276 -2.451 -1.450 0.04
H 4.805 -0.926 0.570 0.08
H 3.438 -1.832 1.309 0.06
H 3.722 -0.133 1.766 0.04
H 4.595 1.018 -1.056 0.08
H 3.255 2.058 -0.482 0.04
H 3.164 1.354 -2.096 0.03
C 0.116 0.212 -3.884 -0.54
C -0.316 -1.131 -3.865 -0.09
C -0.361 -1.874 -5.041 0.03
C 0.012 -1.286 -6.255 0.08
C 0.438 0.051 -6.290 0.03
C 0.489 0.802 -5.119 -0.04
Se 0.180 1.242 -2.301 0.95
H -0.317 -2.206 -0.836 -0.10
H -0.610 -1.579 -2.913 0.04
H -0.690 -2.916 -5.010 0.15
H -0.026 -1.873 -7.170 0.12
H 0.737 0.498 -7.240 0.15
H 0.814 1.845 -5.123 0.13
C 1.429 -1.890 5.393 0.01
C 0.515 -1.900 4.247 -0.26
C -0.733 -2.492 4.059 0.06
C -1.118 -2.207 2.748 -0.31
N -0.165 -1.434 2.157 -0.09
N 0.816 -1.288 3.088 0.03
C -2.342 -2.655 2.049 -0.02
H 0.962 -1.425 6.270 0.11
H 1.696 -2.917 5.670 0.11
H 2.341 -1.339 5.137 0.09
H -1.282 -3.081 4.786 0.14
H 1.650 -0.741 2.886 0.12
H -2.461 -3.746 2.145 0.11
H -3.234 -2.198 2.511 0.10
H -2.297 -2.407 0.974 0.04
```

As for the net charge: +3. The HOMO-LUMO gap (alpha / beta) comes out at 2.618 / 2.864 eV. The value obtained for the LUMO energy (alpha / beta) is -0.4794 / -0.4703 Eh. The energy above the lowest of the compared OMol25 structures with the same formula, charge and spin is 0.0 kcal/mol. The max |F| comes out at 2.2 eV/A. The multiplicity is 1. For the calculated total energy, the calculation gives -120753.1627 eV.